<w>
The following is a quantum chemistry calculation of a 8-piece molecular cluster, C32H88N8O8 overall, from OMol25.

Calculated values
lowest unoccupied orbital energy: 0.4 eV
structure (SMILES): COC[C@H](C)N.COC[C@H](C)N.COC[C@H](C)N.COC[C@H](C)N.COC[C@H](C)N.COC[C@H](C)N.COC[C@H](C)N.COC[C@H](C)N
charge: 0
molecular weight: 713.10 g mol⁻¹
spin multiplicity: 1
gap between HOMO and LUMO: 8.777 eV

```
136
C32H88N8O8 (the ωB97M-V functional and the def2-TZVPD basis)
C 16.13 18.30 8.60
O 15.21 17.82 7.63
C 14.28 18.81 7.24
C 13.27 18.16 6.29
C 12.33 17.19 6.99
N 13.94 17.45 5.16
H 16.93 17.56 8.67
H 15.64 18.43 9.56
H 16.57 19.25 8.26
H 13.74 19.12 8.15
H 14.79 19.64 6.75
H 12.68 18.98 5.87
H 11.71 17.68 7.74
H 12.86 16.37 7.47
H 11.68 16.74 6.25
H 14.77 17.04 5.58
H 14.30 18.15 4.52
C 8.23 9.42 10.97
O 8.44 8.65 12.12
C 7.73 7.44 12.09
C 7.97 6.64 13.33
C 9.41 6.13 13.41
N 7.01 5.53 13.27
H 8.77 10.35 11.11
H 7.18 9.76 10.86
H 8.51 8.92 10.04
H 6.65 7.61 11.94
H 7.99 6.87 11.19
H 7.73 7.17 14.25
H 9.53 5.60 14.35
H 10.09 6.99 13.42
H 9.74 5.52 12.56
H 7.08 4.98 12.43
H 7.03 4.91 14.07
C 8.13 16.23 16.61
O 7.79 15.92 17.94
C 8.50 16.69 18.89
C 7.57 17.04 20.04
C 8.19 18.09 20.97
N 7.15 15.87 20.84
H 7.75 17.22 16.35
H 7.62 15.53 15.95
H 9.20 16.13 16.41
H 9.38 16.13 19.22
H 8.81 17.64 18.42
H 6.69 17.53 19.61
H 9.17 17.76 21.33
H 7.48 18.29 21.77
H 8.45 18.97 20.38
H 7.97 15.58 21.38
H 6.97 15.10 20.21
C 10.44 13.36 6.75
O 11.56 14.10 6.39
C 12.51 13.47 5.55
C 12.06 13.49 4.09
C 13.12 12.84 3.19
N 11.84 14.86 3.64
H 10.11 13.71 7.73
H 10.68 12.31 7.02
H 9.62 13.33 6.03
H 13.44 14.02 5.68
H 12.71 12.44 5.89
H 11.15 12.90 3.94
H 12.73 12.64 2.20
H 13.38 11.85 3.60
H 13.99 13.49 3.13
H 12.73 15.31 3.46
H 11.38 15.40 4.36
C 5.77 12.22 12.88
O 5.64 13.47 13.53
C 5.59 13.43 14.96
C 6.58 12.51 15.64
C 6.48 12.52 17.15
N 7.97 12.81 15.26
H 6.78 11.82 13.05
H 5.69 12.38 11.81
H 5.00 11.51 13.20
H 5.68 14.46 15.31
H 4.57 13.08 15.19
H 6.40 11.48 15.28
H 7.17 11.82 17.60
H 5.44 12.43 17.47
H 6.79 13.52 17.51
H 8.67 12.58 15.95
H 8.32 12.36 14.42
C 14.37 15.07 17.18
O 13.01 14.74 17.13
C 12.77 13.52 16.47
C 11.27 13.23 16.42
C 10.58 13.52 17.75
N 11.03 11.84 15.98
H 14.46 16.08 17.56
H 14.84 15.03 16.19
H 14.92 14.37 17.83
H 13.19 13.53 15.45
H 13.33 12.73 17.01
H 10.90 13.90 15.64
H 10.56 14.59 17.92
H 11.14 13.01 18.55
H 9.58 13.11 17.72
H 11.55 11.74 15.11
H 11.50 11.18 16.61
C 12.06 14.23 10.10
O 10.96 13.56 10.71
C 10.36 14.32 11.72
C 8.90 13.94 11.88
C 8.16 14.14 10.56
N 8.31 14.78 12.87
H 11.72 15.22 9.79
H 12.42 13.62 9.28
H 12.82 14.37 10.88
H 10.88 14.11 12.67
H 10.38 15.41 11.54
H 8.84 12.85 12.05
H 7.10 13.89 10.62
H 8.64 13.61 9.74
H 8.21 15.21 10.31
H 8.79 14.79 13.76
H 7.31 14.82 12.94
C 9.98 21.06 11.23
O 9.40 21.13 12.52
C 9.59 19.97 13.30
C 8.79 18.76 12.83
C 7.33 19.06 12.58
N 8.89 17.70 13.84
H 11.07 20.93 11.33
H 9.77 21.99 10.72
H 9.59 20.20 10.68
H 10.66 19.72 13.30
H 9.34 20.27 14.32
H 9.25 18.43 11.89
H 6.76 19.00 13.51
H 6.89 18.31 11.91
H 7.14 20.05 12.17
H 9.81 17.28 13.77
H 8.27 16.94 13.58
```

<x>
The following is a quantum chemistry calculation of a 8-piece molecular cluster, C32H88N8O8 overall, from OMol25.

Calculated values
lowest unoccupied orbital energy: 0.6 eV
structure (SMILES): COC[C@H](C)N.COC[C@H](C)N.COC[C@H](C)N.COC[C@H](C)N.COC[C@H](C)N.COC[C@H](C)N.COC[C@H](C)N.COC[C@H](C)N
charge: 0
molecular weight: 713.10 g mol⁻¹
spin multiplicity: 1
gap between HOMO and LUMO: 8.901 eV

```
136
C32H88N8O8 (the ωB97M-V functional and the def2-TZVPD basis)
C 4.36 -5.53 -4.26
O 3.50 -4.46 -3.93
C 4.24 -3.31 -3.58
C 3.47 -2.13 -3.02
C 4.27 -0.83 -3.03
N 3.03 -2.42 -1.63
H 4.97 -5.84 -3.40
H 5.08 -5.14 -4.99
H 3.87 -6.36 -4.75
H 5.07 -3.62 -2.93
H 4.77 -2.89 -4.45
H 2.56 -1.97 -3.62
H 5.12 -0.95 -2.35
H 3.63 -0.05 -2.62
H 4.69 -0.65 -4.02
H 2.44 -3.24 -1.71
H 2.54 -1.65 -1.17
C -4.65 -0.76 1.41
O -5.18 -1.96 0.86
C -5.61 -1.76 -0.48
C -6.80 -0.81 -0.65
C -7.89 -1.07 0.38
N -7.27 -0.80 -2.03
H -5.50 -0.07 1.52
H -3.85 -0.30 0.82
H -4.17 -0.95 2.37
H -4.76 -1.39 -1.06
H -5.85 -2.76 -0.87
H -6.37 0.19 -0.47
H -8.16 -2.13 0.39
H -8.81 -0.56 0.07
H -7.72 -0.63 1.36
H -6.48 -0.35 -2.52
H -7.96 -0.05 -2.06
C -1.05 -1.90 1.92
O -0.58 -0.79 1.16
C -0.64 -1.05 -0.24
C 0.10 0.11 -0.90
C 0.01 0.31 -2.38
N 1.51 0.03 -0.47
H -1.18 -1.42 2.89
H -0.39 -2.76 1.94
H -2.08 -2.13 1.63
H -0.13 -2.01 -0.38
H -1.62 -1.17 -0.71
H -0.26 1.02 -0.38
H 0.81 0.96 -2.74
H -0.94 0.73 -2.70
H 0.18 -0.63 -2.93
H 1.43 -0.10 0.53
H 2.01 0.89 -0.69
C 6.09 0.92 4.00
O 5.17 0.05 3.34
C 5.83 -0.84 2.46
C 4.79 -1.11 1.36
C 3.70 -2.07 1.88
N 5.33 -1.69 0.13
H 6.41 1.66 3.26
H 7.01 0.43 4.36
H 5.52 1.43 4.77
H 6.73 -0.47 1.95
H 6.04 -1.74 3.05
H 4.35 -0.16 1.04
H 3.34 -1.77 2.88
H 3.96 -3.12 1.91
H 2.79 -1.87 1.30
H 4.52 -1.79 -0.49
H 5.67 -2.64 0.24
C 2.21 7.31 2.17
O 1.01 6.59 2.13
C 0.36 6.46 0.88
C -0.69 5.38 0.97
C -0.08 4.02 1.25
N -1.53 5.33 -0.21
H 2.09 8.17 1.49
H 3.09 6.71 1.89
H 2.37 7.67 3.18
H -0.10 7.42 0.58
H 1.13 6.22 0.14
H -1.29 5.74 1.82
H -0.81 3.23 1.07
H 0.41 3.80 2.20
H 0.72 3.86 0.52
H -0.99 4.91 -0.97
H -1.76 6.25 -0.58
C 3.67 2.20 1.41
O 3.30 2.60 0.10
C 3.72 3.93 -0.19
C 3.52 4.12 -1.69
C 3.80 2.93 -2.60
N 4.27 5.28 -2.22
H 3.17 1.32 1.79
H 3.36 3.04 2.06
H 4.76 2.21 1.52
H 3.14 4.66 0.38
H 4.78 4.03 0.08
H 2.47 4.32 -1.93
H 3.17 2.11 -2.24
H 4.84 2.62 -2.63
H 3.54 3.12 -3.64
H 4.09 6.09 -1.63
H 5.26 5.10 -2.07
C -5.77 2.94 -8.06
O -5.15 2.63 -6.83
C -5.58 1.43 -6.22
C -5.10 1.49 -4.77
C -3.60 1.72 -4.68
N -5.43 0.25 -4.01
H -6.85 3.05 -8.00
H -5.50 2.22 -8.84
H -5.32 3.90 -8.32
H -6.65 1.23 -6.34
H -5.06 0.57 -6.67
H -5.55 2.34 -4.25
H -3.25 2.75 -4.83
H -3.03 1.22 -5.48
H -3.21 1.38 -3.72
H -6.40 0.10 -4.31
H -4.88 -0.48 -4.46
C -0.61 -3.71 5.49
O -1.58 -4.51 6.13
C -1.15 -5.77 6.65
C -2.40 -6.43 7.22
C -2.97 -5.65 8.39
N -1.94 -7.75 7.72
H -1.13 -3.27 4.64
H 0.17 -4.32 5.03
H -0.31 -2.93 6.19
H -0.69 -6.32 5.82
H -0.37 -5.56 7.39
H -3.10 -6.67 6.43
H -3.30 -4.67 8.03
H -2.29 -5.44 9.21
H -3.92 -6.06 8.73
H -1.37 -8.24 7.05
H -2.68 -8.31 8.09
```

<y>
The following is a quantum chemistry calculation of a 8-piece molecular cluster, C32H88N8O8 overall, from OMol25.

Calculated values
lowest unoccupied orbital energy: 0.4 eV
structure (SMILES): COC[C@H](C)N.COC[C@H](C)N.COC[C@H](C)N.COC[C@H](C)N.COC[C@H](C)N.COC[C@H](C)N.COC[C@H](C)N.COC[C@H](C)N
charge: 0
molecular weight: 713.10 g mol⁻¹
spin multiplicity: 1
gap between HOMO and LUMO: 9.505 eV

```
136
C32H88N8O8 (the ωB97M-V functional and the def2-TZVPD basis)
C -7.57 -1.18 -2.88
O -7.60 -2.43 -3.57
C -6.30 -2.58 -4.24
C -6.13 -3.88 -5.02
C -6.14 -5.19 -4.26
N -4.88 -3.97 -5.78
H -6.92 -1.31 -2.01
H -8.56 -1.12 -2.43
H -7.25 -0.34 -3.48
H -6.07 -1.73 -4.89
H -5.47 -2.47 -3.55
H -6.96 -3.92 -5.73
H -6.96 -5.16 -3.54
H -5.19 -5.31 -3.74
H -6.31 -6.05 -4.90
H -4.75 -4.90 -6.14
H -5.08 -3.35 -6.55
C -3.60 5.47 5.24
O -4.43 5.74 6.43
C -5.19 4.71 6.95
C -6.13 5.00 8.13
C -6.71 3.66 8.81
N -7.24 5.83 7.76
H -3.11 6.40 4.94
H -4.18 5.10 4.39
H -2.82 4.75 5.45
H -5.87 4.24 6.24
H -4.56 3.87 7.20
H -5.53 5.57 8.84
H -7.31 3.90 9.69
H -5.89 2.99 9.04
H -7.39 3.20 8.09
H -7.43 6.40 8.58
H -6.91 6.47 7.04
C 9.16 -2.70 -5.11
O 9.99 -1.58 -4.65
C 10.07 -0.50 -5.55
C 10.36 0.83 -4.85
C 10.62 1.99 -5.92
N 11.34 0.74 -3.74
H 9.44 -3.07 -6.09
H 8.14 -2.30 -5.03
H 9.30 -3.58 -4.48
H 10.94 -0.73 -6.17
H 9.24 -0.38 -6.24
H 9.48 1.12 -4.27
H 11.19 2.82 -5.51
H 9.70 2.42 -6.29
H 11.15 1.61 -6.80
H 12.18 0.30 -4.09
H 10.99 0.07 -3.07
C 2.51 -7.19 -3.69
O 3.31 -6.25 -2.86
C 2.79 -6.11 -1.53
C 3.56 -5.10 -0.62
C 4.99 -5.56 -0.28
N 2.93 -5.17 0.70
H 2.36 -8.20 -3.31
H 2.94 -7.23 -4.69
H 1.47 -6.84 -3.67
H 1.74 -5.85 -1.66
H 2.87 -7.09 -1.07
H 3.43 -4.05 -0.88
H 5.27 -5.23 0.72
H 5.74 -5.14 -0.95
H 5.23 -6.61 -0.46
H 3.01 -6.15 0.94
H 3.50 -4.73 1.41
C 1.51 -0.14 -4.29
O 1.22 0.40 -3.02
C -0.19 0.31 -2.73
C -0.35 0.85 -1.32
C -0.25 2.37 -1.38
N 0.58 0.34 -0.27
H 2.58 -0.20 -4.52
H 1.04 0.54 -5.00
H 1.06 -1.12 -4.47
H -0.81 0.89 -3.42
H -0.53 -0.73 -2.74
H -1.40 0.64 -1.09
H 0.33 2.79 -2.19
H 0.22 2.79 -0.49
H -1.24 2.81 -1.33
H 0.50 -0.66 -0.23
H 1.50 0.52 -0.66
C -2.36 6.84 -6.12
O -2.36 5.42 -6.43
C -1.59 4.96 -7.55
C -2.27 5.47 -8.87
C -3.60 4.72 -9.30
N -1.23 5.52 -9.85
H -2.71 7.57 -6.85
H -1.54 7.29 -5.57
H -3.13 6.88 -5.35
H -0.61 5.44 -7.57
H -1.40 3.89 -7.68
H -2.66 6.48 -8.74
H -4.35 4.85 -8.52
H -3.47 3.64 -9.41
H -4.02 5.01 -10.26
H -1.44 6.07 -10.67
H -0.34 5.80 -9.47
C -1.86 -3.63 9.23
O -2.48 -3.49 7.95
C -3.56 -2.63 7.78
C -3.70 -1.93 6.35
C -3.87 -2.92 5.25
N -2.52 -1.17 5.99
H -1.49 -2.72 9.71
H -1.05 -4.36 9.22
H -2.49 -4.14 9.96
H -4.39 -3.32 7.93
H -3.86 -1.88 8.51
H -4.53 -1.24 6.42
H -3.05 -3.64 5.28
H -3.76 -2.57 4.22
H -4.72 -3.57 5.48
H -2.70 -0.51 5.25
H -2.00 -1.94 5.60
C 5.05 1.03 5.00
O 4.64 1.05 6.30
C 3.19 1.20 6.36
C 2.87 1.22 7.92
C 3.13 -0.20 8.38
N 1.46 1.51 8.08
H 4.72 0.06 4.64
H 6.14 1.01 4.89
H 4.57 1.76 4.36
H 3.04 2.21 5.97
H 2.76 0.32 5.89
H 3.54 1.88 8.46
H 2.97 -0.36 9.45
H 4.14 -0.56 8.21
H 2.45 -0.86 7.84
H 0.91 0.81 7.62
H 1.29 2.37 7.57
```

<z>
The following is a quantum chemistry calculation of a 8-piece molecular cluster, C32H88N8O8 overall, from OMol25.

Calculated values
lowest unoccupied orbital energy: 0.7 eV
structure (SMILES): COC[C@H](C)N.COC[C@H](C)N.COC[C@H](C)N.COC[C@H](C)N.COC[C@H](C)N.COC[C@H](C)N.COC[C@H](C)N.COC[C@H](C)N
charge: 0
molecular weight: 713.10 g mol⁻¹
spin multiplicity: 1
gap between HOMO and LUMO: 8.998 eV

```
136
C32H88N8O8 (the ωB97M-V functional and the def2-TZVPD basis)
C -29.85 -12.12 32.22
O -30.17 -13.39 31.66
C -30.00 -14.56 32.49
C -30.26 -15.80 31.63
C -31.72 -16.03 31.34
N -29.77 -16.91 32.38
H -30.10 -11.25 31.62
H -28.77 -12.05 32.37
H -30.25 -11.95 33.22
H -28.95 -14.56 32.81
H -30.63 -14.50 33.38
H -29.68 -15.62 30.73
H -32.12 -15.07 31.02
H -32.48 -16.29 32.08
H -31.75 -16.75 30.52
H -28.77 -16.92 32.49
H -29.90 -17.77 31.87
C -30.68 -13.89 28.15
O -30.80 -13.27 26.88
C -32.10 -13.02 26.46
C -32.11 -11.93 25.38
C -33.52 -11.50 25.00
N -31.39 -12.50 24.23
H -31.29 -14.80 28.21
H -30.88 -13.24 29.00
H -29.63 -14.17 28.29
H -32.61 -13.93 26.15
H -32.66 -12.71 27.35
H -31.56 -11.14 25.90
H -34.10 -11.11 25.84
H -34.16 -12.23 24.51
H -33.39 -10.72 24.25
H -30.55 -12.91 24.61
H -31.10 -11.77 23.59
C -27.26 -9.31 30.09
O -27.05 -10.43 29.22
C -27.91 -10.43 28.18
C -27.53 -11.41 26.99
C -26.35 -10.87 26.21
N -28.62 -11.44 26.06
H -28.28 -9.34 30.49
H -27.13 -8.33 29.62
H -26.51 -9.30 30.89
H -28.87 -10.75 28.60
H -28.05 -9.45 27.72
H -27.28 -12.38 27.43
H -26.15 -11.62 25.44
H -25.53 -10.77 26.92
H -26.52 -9.90 25.72
H -29.43 -11.96 26.35
H -28.21 -11.81 25.21
C -28.11 -13.95 24.02
O -27.90 -12.53 23.70
C -27.03 -12.27 22.53
C -26.65 -10.76 22.50
C -27.85 -9.80 22.49
N -25.92 -10.60 21.16
H -28.77 -14.48 23.33
H -28.66 -14.10 24.95
H -27.15 -14.46 24.14
H -26.15 -12.90 22.59
H -27.65 -12.49 21.66
H -26.00 -10.55 23.34
H -28.55 -9.86 21.65
H -27.53 -8.76 22.40
H -28.35 -9.96 23.45
H -26.60 -10.80 20.45
H -25.23 -11.33 21.07
C -27.93 -5.17 31.67
O -28.52 -5.03 30.39
C -27.76 -4.38 29.35
C -28.18 -4.86 27.91
C -28.17 -6.38 27.74
N -27.30 -4.31 26.94
H -27.01 -5.75 31.62
H -28.66 -5.63 32.33
H -27.64 -4.17 31.99
H -27.79 -3.29 29.42
H -26.71 -4.65 29.38
H -29.23 -4.54 27.94
H -28.78 -6.93 28.45
H -27.22 -6.87 27.96
H -28.37 -6.58 26.68
H -27.67 -4.59 26.04
H -27.56 -3.34 26.89
C -24.08 -8.15 28.64
O -23.12 -9.08 28.21
C -22.59 -9.77 29.35
C -21.71 -10.90 28.79
C -22.48 -11.93 27.96
N -21.10 -11.76 29.81
H -24.93 -8.74 28.96
H -24.17 -7.34 27.91
H -23.87 -7.50 29.50
H -22.09 -9.10 30.04
H -23.38 -10.29 29.89
H -20.93 -10.47 28.16
H -22.87 -11.46 27.06
H -23.26 -12.39 28.57
H -21.89 -12.77 27.59
H -20.53 -12.44 29.33
H -20.37 -11.19 30.20
C -24.56 -6.60 20.54
O -23.81 -6.98 21.59
C -24.61 -7.65 22.58
C -25.15 -6.60 23.65
C -25.87 -7.24 24.85
N -26.03 -5.59 23.10
H -23.89 -6.07 19.86
H -25.46 -6.01 20.71
H -24.93 -7.55 20.16
H -25.49 -8.21 22.24
H -24.03 -8.50 22.95
H -24.33 -6.04 24.10
H -26.64 -7.93 24.50
H -26.28 -6.55 25.58
H -25.08 -7.74 25.40
H -26.75 -6.06 22.57
H -25.59 -5.09 22.34
C -25.27 -12.04 32.08
O -25.41 -10.93 32.92
C -24.16 -10.65 33.54
C -24.34 -9.48 34.54
C -25.08 -8.26 33.91
N -23.10 -9.02 35.02
H -24.55 -11.83 31.29
H -26.22 -12.26 31.61
H -25.01 -12.97 32.58
H -23.87 -11.56 34.06
H -23.48 -10.38 32.73
H -24.71 -9.83 35.50
H -24.53 -8.00 33.01
H -25.09 -7.38 34.56
H -26.11 -8.54 33.69
H -23.36 -8.26 35.63
H -22.74 -9.72 35.64
```

Referenced to the most stable arrangement, the calculated values in hartree are <w> 0.0000; <x> 0.0614; <y> 0.1999; <z> 0.1131.